No. 1
Computed, not measured: an isolated molecule of C26H23N5O3S, with wB97M-V/def2-TZVPD.

CARTESIAN COORDINATES (ANGSTROEM)
H: -1.673 2.192 2.200
H: -3.391 -2.181 1.605
S: -2.889 2.646 -1.163
C: -3.194 3.463 1.244
C: -6.535 -1.724 -1.268
N: 4.912 0.427 0.988
C: 0.430 0.450 1.662
H: 2.705 -1.689 -2.831
C: 4.416 -2.989 -0.306
C: -4.671 -1.976 -0.081
H: -7.610 -3.142 0.068
C: 1.364 1.890 -0.138
H: 4.785 -0.536 -3.499
H: 6.140 -1.709 -0.460
C: -2.170 2.490 1.295
C: 3.103 -3.146 0.165
H: 1.954 2.371 0.646
C: -5.180 -1.321 -1.164
H: 1.441 -2.271 1.215
H: 0.845 2.689 -0.682
N: 0.349 1.048 0.460
H: -0.655 0.971 -1.350
N: 2.908 0.186 1.718
C: 2.301 1.174 -1.089
H: -2.654 -2.701 0.074
C: 4.504 -0.820 0.620
C: 2.032 -0.093 -1.587
C: 3.472 1.819 -1.468
C: 5.135 -1.838 -0.094
C: 2.924 -0.700 -2.456
H: 1.145 -0.631 -1.289
H: -4.656 -0.644 -1.807
H: -3.552 3.995 2.106
C: -1.886 1.953 0.074
C: 3.181 -0.994 1.095
C: -3.311 -1.954 0.535
H: 1.887 1.606 2.774
C: 1.740 0.573 2.445
H: 2.584 -4.069 -0.042
C: 4.089 -0.055 -2.829
C: -1.417 -0.561 -0.097
C: 4.362 1.208 -2.330
C: -3.677 3.649 -0.010
H: 5.274 1.715 -2.605
H: 1.621 -0.062 3.332
H: -3.143 0.139 0.712
C: -0.898 0.894 -0.284
O: -5.624 -2.745 0.485
C: 2.457 -2.159 0.873
O: -0.725 -1.494 -0.440
H: -7.245 -1.411 -2.005
H: -4.450 4.315 -0.336
N: 3.975 0.995 1.623
C: -6.745 -2.590 -0.242
N: -2.684 -0.671 0.325
H: 4.865 -3.802 -0.857
H: 3.693 2.799 -1.070
O: -0.512 -0.152 2.148

Output
LUMO energy, eV: 0.50
Electronic energy, eV: -51763.2744
Strongest force on any atom, eV/Å: 1.30
Gap between HOMO and LUMO, eV: 9.07
2S+1: 1

***

No. 2
Computed, not measured: C26H23N5O5Ti as an isolated structure, with wB97M-V/def2-TZVPD.

CARTESIAN COORDINATES (ANGSTROEM)
C: -1.127 0.858 3.240
N: -0.524 -0.069 2.514
C: -2.240 -0.778 4.585
C: -1.987 0.541 4.297
H: 2.612 1.876 -0.801
C: -0.770 -1.380 2.759
H: -2.891 -1.056 5.399
H: 0.075 -4.468 1.606
H: -2.589 -3.472 4.747
C: -1.277 -4.069 3.170
H: -1.160 1.154 -3.163
O: -1.927 -2.287 -0.236
C: 2.980 -4.088 -0.892
H: 4.640 1.309 -2.132
C: -0.378 -3.678 2.171
H: 1.258 -4.465 0.288
O: -1.576 3.090 -1.641
C: -0.328 1.245 -2.455
C: -0.720 2.172 -1.310
H: 5.259 -1.072 -2.452
O: -0.218 2.064 -0.199
N: 0.730 -1.742 0.992
H: -1.844 3.693 -0.919
Ti: 0.367 0.105 0.686
C: -1.651 -1.787 3.799
H: 3.823 -0.615 3.504
N: 2.165 -0.082 -0.339
H: 3.824 1.903 4.080
C: -0.806 -1.084 -2.018
C: 2.491 -1.390 -0.502
C: -0.104 -2.339 1.928
O: 0.128 -0.006 -1.979
C: 2.797 -0.522 3.161
C: 3.600 -1.804 -1.290
C: 1.656 -2.348 0.166
H: -1.487 -5.121 3.290
H: 1.123 3.291 1.217
C: 4.392 -0.794 -1.870
H: 4.694 -3.504 -2.031
C: 1.709 2.674 1.874
H: 2.921 4.059 3.117
N: 1.651 1.298 1.862
C: -1.423 -1.263 -0.608
C: 2.520 0.883 2.779
N: 3.115 1.940 3.361
H: 2.634 -1.191 2.315
C: 1.896 -3.691 -0.097
O: -1.306 -0.179 0.101
C: -1.901 -3.160 3.981
H: 2.138 -0.837 3.974
H: -0.258 -1.988 -2.312
H: 3.133 -5.146 -1.046
H: -0.924 1.897 2.990
C: 2.612 3.080 2.808
C: 2.908 0.839 -0.936
C: 4.043 0.524 -1.692
H: -1.610 -0.918 -2.744
C: 3.843 -3.183 -1.452
H: -2.444 1.330 4.871
H: 0.519 1.712 -2.981

Output
LUMO energy, eV: -6.74
Charge: +2
Electronic energy, eV: -68129.6589
Strongest force on any atom, eV/Å: 2.79
Gap between HOMO and LUMO, eV: 6.69
2S+1: 1

***

No. 3
Computed, not measured: C26H24AsFeN2OS2 as an isolated structure, with wB97M-V/def2-TZVPD.

CARTESIAN COORDINATES (ANGSTROEM)
H: 0.306 -3.306 3.121
H: 3.527 3.427 -1.585
H: -4.365 3.225 2.675
H: -0.080 0.986 3.763
C: -3.676 -0.625 -5.923
C: -3.429 2.736 2.910
H: -2.931 2.381 0.854
C: 2.775 4.612 0.033
H: 2.017 -5.560 -0.349
C: -2.622 2.260 1.885
C: 2.047 -4.469 -0.375
H: 1.827 5.553 1.713
H: -2.397 -1.447 -1.589
C: -1.016 1.473 3.522
C: 2.222 -2.367 2.844
C: -2.175 -1.017 -2.558
S: 2.034 1.099 -1.589
H: -0.186 -5.280 -2.770
As: -0.291 1.061 0.771
H: -3.668 2.943 5.030
C: 2.813 3.502 -0.776
C: 0.532 -4.472 -2.647
N: -4.403 -0.700 -6.808
H: -4.026 -1.622 -3.447
S: 0.469 -3.909 -0.947
H: 2.735 0.646 1.395
H: 3.459 5.431 -0.143
Fe: 0.367 -0.476 -1.070
H: 3.975 -1.190 2.465
H: -1.526 1.835 5.569
C: -1.422 1.633 2.201
C: -1.543 0.118 -4.955
H: 0.253 3.699 2.145
C: 2.901 -1.261 2.355
C: -1.831 1.952 4.538
H: -1.267 0.583 -5.891
H: 0.265 0.670 -3.945
O: 0.625 -2.389 -1.013
H: 2.769 -3.159 3.341
C: 0.815 -0.311 1.616
C: 0.136 -1.433 2.098
H: -0.944 -1.497 2.014
C: 0.953 3.625 1.323
C: 1.853 4.677 1.077
C: 2.199 -0.227 1.743
H: 1.535 -4.804 -2.910
H: 0.240 -3.617 -3.256
C: -3.034 2.579 4.232
C: 1.904 2.433 -0.550
C: 0.838 -2.453 2.719
N: -0.993 -0.392 -2.690
H: 2.823 -4.108 -1.048
C: -0.690 0.167 -3.871
C: -2.759 -0.538 -4.813
C: -3.083 -1.114 -3.589
C: 0.965 2.510 0.527
H: 2.177 -4.073 0.632

Output
LUMO energy (alpha / beta), eV: -5.86 / -8.66
Charge: +2
<S²>: 8.7891
Electronic energy, eV: -149260.1707
Strongest force on any atom, eV/Å: 0.83
Gap between HOMO and LUMO (alpha / beta), eV: 8.40 / 5.82
2S+1: 6

***

No. 4
Computed, not measured: C26H24B2CaCl2F4N7O6 as an isolated structure, with wB97M-V/def2-TZVPD.

CARTESIAN COORDINATES (ANGSTROEM)
B: -2.617 -0.829 -2.959
C: 5.684 -0.402 0.485
H: -4.863 -0.935 1.100
H: -2.225 -0.920 3.723
Cl: 7.338 -0.752 0.362
H: -1.237 1.925 6.388
H: 5.572 -0.953 2.562
Cl: 2.891 -0.497 3.277
N: -0.704 -1.403 1.257
C: -2.583 3.820 -2.860
C: 2.909 -3.050 -2.222
H: 0.198 -1.684 -5.006
C: 4.993 0.069 -0.661
C: -0.251 1.194 3.236
H: -1.718 3.058 -4.676
O: -1.210 -0.693 -3.415
O: 2.013 -2.497 0.386
F: -2.954 -2.131 -2.718
C: 3.665 0.323 -0.606
H: 1.371 -2.962 -4.625
C: -1.208 1.941 5.306
H: -3.182 4.329 -0.837
C: -2.551 3.725 -1.474
C: -1.687 2.823 -0.895
B: 1.094 -3.036 1.431
H: -2.057 -2.606 3.242
H: -2.768 3.382 2.657
H: -0.146 1.583 -3.470
N: -0.844 2.052 -1.594
N: -2.255 -0.589 -0.579
O: 0.096 -1.962 2.089
O: 1.788 0.779 -2.013
H: 5.536 0.208 -1.590
C: -4.161 -0.106 0.975
H: -2.825 3.346 5.135
C: -0.856 2.184 -2.921
C: 3.693 -0.295 1.801
H: 1.893 -1.280 -4.692
H: 0.479 0.616 2.685
N: -1.745 2.785 0.533
H: 3.443 -3.317 -1.315
C: 1.667 -2.294 -1.874
F: 0.237 -3.963 0.902
F: -3.413 -0.148 -3.825
C: -1.722 3.034 -3.595
C: -0.281 1.172 4.624
H: -4.127 0.457 1.909
N: -0.314 -1.216 -2.515
H: 0.422 0.554 5.170
C: 0.744 -1.770 -2.960
O: 1.715 0.411 0.712
C: -2.807 -0.615 0.645
N: -1.050 1.929 1.100
H: 3.556 -2.452 -2.870
C: -2.506 -1.654 2.960
H: 3.662 0.985 -2.693
C: 1.067 -1.938 -4.407
H: -4.527 0.523 0.167
Ca: 0.054 -0.010 -0.521
C: -2.105 2.741 4.600
H: 2.661 -3.963 -2.765
C: 5.029 -0.584 1.702
C: -1.145 1.987 2.537
C: -2.077 2.769 3.217
F: 1.852 -3.449 2.483
C: 2.921 0.165 0.640
C: -1.972 -1.229 1.644
H: -3.269 4.499 -3.348
O: -2.947 -0.115 -1.537
N: 1.266 -2.050 -0.689
C: 2.989 0.733 -1.857
H: -3.588 -1.750 2.941

Output
LUMO energy (alpha / beta), eV: -6.07 / -5.64
Charge: +1
ΔE to the lowest compared entry with this formula, charge and spin, kcal/mol: 13.18
Electronic energy, eV: -105773.3980
Strongest force on any atom, eV/Å: 1.86
Gap between HOMO and LUMO (alpha / beta), eV: 5.70 / 6.15
2S+1: 1

***

No. 5
Computed, not measured: C26H24BBr2N2O7 as an isolated structure, with wB97M-V/def2-TZVPD.

CARTESIAN COORDINATES (ANGSTROEM)
C: -2.188 1.569 -2.896
O: -5.610 1.298 -0.672
H: -1.315 -4.645 -0.597
N: -0.829 -0.528 -1.996
H: 0.037 -2.530 0.690
H: -6.957 4.181 2.467
H: 8.234 -2.907 2.120
C: -1.528 -1.546 -2.829
C: 3.678 0.298 -0.051
H: -4.672 -2.911 -3.771
H: 9.291 -0.215 6.220
C: 3.809 1.444 2.193
H: -4.862 -4.724 -4.260
B: -2.682 -4.164 -3.496
C: 4.360 0.452 1.249
H: -3.770 2.733 -1.683
H: -3.064 0.783 -2.788
H: 6.477 -1.464 3.137
H: -2.245 -4.773 -5.336
C: -1.221 -3.566 -1.042
C: 2.734 2.176 1.883
H: -4.801 -4.247 -2.398
H: 2.091 0.930 -1.311
N: -0.313 -0.878 -0.792
Br: 0.573 1.064 -4.084
C: -7.829 2.087 -0.749
C: 8.419 -2.310 3.004
C: 9.775 -2.392 3.582
Br: -2.268 2.159 -4.847
O: 1.067 2.690 0.299
C: -0.474 -2.280 -0.363
C: -2.596 2.813 -1.864
C: 10.049 -1.587 4.789
C: -8.497 3.666 1.004
H: -9.771 2.932 -0.616
O: 5.345 -0.216 1.532
C: 2.603 1.030 -0.361
H: -2.079 2.728 -0.814
H: -1.914 -1.152 -3.889
C: 7.476 -1.536 3.550
H: -8.013 1.489 -1.633
H: 4.094 -0.434 -0.733
O: 10.638 -3.099 3.081
C: -6.473 2.005 -0.171
C: -0.697 0.920 -2.514
C: 9.106 -0.813 5.335
C: -1.856 -3.117 -2.528
O: -2.096 -5.169 -4.405
H: -0.201 1.521 -1.642
O: 6.887 -0.023 5.259
C: -8.771 2.861 -0.203
C: -6.199 2.810 1.036
H: -2.388 3.824 -2.424
H: 11.048 -1.658 5.202
H: 2.318 2.908 2.564
C: 7.750 -0.731 4.757
C: -4.352 -4.017 -3.455
H: -5.200 2.738 1.449
H: 4.321 1.544 3.142
C: -7.141 3.584 1.582
C: 2.052 2.022 0.583
O: -9.360 4.373 1.506

Output
LUMO energy, eV: -5.55
Charge: +1
Electronic energy, eV: -185407.8305
Strongest force on any atom, eV/Å: 6.81
Gap between HOMO and LUMO, eV: 5.88
2S+1: 1

***

No. 6
Computed, not measured: a 5-piece molecular cluster, C26H24Br2N4O8 overall, with wB97M-V/def2-TZVPD.

CARTESIAN COORDINATES (ANGSTROEM)
C: 3.169 1.148 -1.012
H: -7.823 -6.622 -2.742
H: -5.639 -5.422 -3.032
C: 5.127 7.148 -1.894
C: 1.743 1.536 0.888
Br: 5.728 6.171 6.034
C: 3.910 6.822 -1.265
C: -4.968 -5.010 2.082
H: 2.618 7.252 0.336
H: 7.646 6.168 4.029
O: -2.614 -7.203 -4.898
H: 4.161 1.181 -1.439
H: -8.221 -8.700 -3.584
C: 5.871 8.256 -1.417
H: 6.691 8.675 -1.981
H: 0.029 0.159 -1.665
H: -7.518 -5.484 4.852
N: 5.487 6.576 -3.168
O: 1.518 0.275 -3.978
H: -4.433 -7.014 2.218
C: 3.564 7.509 -0.118
H: -6.379 -10.141 -4.654
C: 7.577 6.791 6.146
C: 3.004 1.618 0.290
H: -0.312 1.028 0.712
N: 2.254 -0.015 -3.019
H: 3.407 5.959 -1.674
C: 0.824 0.535 -1.039
O: -4.973 -2.525 0.919
H: -4.229 -9.037 -5.121
H: -7.272 -3.372 3.955
C: 8.267 6.584 4.822
H: 8.695 7.522 4.469
H: 7.445 7.866 6.270
C: -6.957 -7.136 -3.133
O: -3.285 -5.388 -3.820
C: -5.761 -3.931 2.548
C: -6.673 -4.175 3.554
O: 3.306 -0.666 -3.253
C: -6.163 -9.196 -4.178
Br: 9.951 5.538 5.048
O: 6.554 6.999 -3.608
N: -3.467 -6.533 -4.333
C: 0.654 0.981 0.233
C: 2.064 0.562 -1.641
H: -6.215 -7.522 4.038
N: -5.633 -2.625 1.996
C: -4.815 -7.175 -4.092
C: -7.184 -8.409 -3.506
H: 8.100 6.377 7.007
O: 4.729 5.708 -3.646
O: -5.988 -1.716 2.677
C: -6.771 -5.445 4.073
C: -5.155 -6.270 2.521
H: -4.211 -5.027 1.311
H: 1.628 1.960 1.875
H: 3.727 2.136 0.902
H: 6.004 9.767 0.155
C: -5.012 -8.475 -4.634
C: -5.791 -6.417 -3.424
C: 4.406 8.491 0.385
C: 5.453 8.969 -0.321
C: -6.041 -6.553 3.596
H: 4.194 8.936 1.346

Output
LUMO energy, eV: -0.81
ΔE to the lowest compared entry with this formula, charge and spin, kcal/mol: 69.06
Electronic energy, eV: -189762.8072
Strongest force on any atom, eV/Å: 4.06
Gap between HOMO and LUMO, eV: 9.12
2S+1: 1

***

Question: 2S+1 of number 3 (C26H24AsFeN2OS2)?
Answer: 6

***

Question: Among the records above, which one has the highest electronic energy?
Answer: C26H23N5O3S

***

Question: Which formula does entry 6 have?
Answer: C26H24Br2N4O8

***

Question: What is the electronic energy in the sixth record?
Answer: -189762.8072 eV